(1)
60
Properties=species:S:1:pos:R:3 method="wB97M-V/def2-TZVPD" total_energy_ev=-50867.485 homo_lumo_gap_ev=7.8
C -3.309 -1.067 2.472
C -2.926 0.354 2.603
N -3.728 1.352 2.343
O -3.047 2.506 2.573
C -1.797 2.221 2.983
C -1.660 0.847 3.016
S -0.291 -0.158 3.478
O -0.709 -1.063 4.505
O 0.847 0.684 3.728
N -0.098 -1.038 2.066
C 0.477 -2.357 2.231
H 1.548 -2.284 2.478
C 0.292 -3.154 0.946
H 0.735 -4.144 1.060
H -0.769 -3.284 0.735
C 0.947 -2.419 -0.226
C 0.664 -3.166 -1.527
O -0.280 -3.930 -1.614
N 1.486 -2.942 -2.580
C 2.585 -2.011 -2.649
H 3.416 -2.486 -3.175
H 2.929 -1.713 -1.665
H 2.298 -1.115 -3.210
C 1.166 -3.571 -3.853
C 0.666 -2.563 -4.854
C -0.451 -1.793 -4.551
C -0.915 -0.848 -5.446
C -0.270 -0.664 -6.659
C 0.841 -1.429 -6.969
C 1.310 -2.371 -6.068
H 2.179 -2.965 -6.315
H 1.346 -1.292 -7.914
H -0.633 0.072 -7.360
H -1.784 -0.255 -5.201
H -0.956 -1.947 -3.608
H 0.390 -4.313 -3.648
H 2.058 -4.079 -4.233
C 0.355 -1.006 -0.317
H 0.830 -0.431 -1.113
H -0.710 -1.086 -0.538
C 0.533 -0.277 1.013
H 1.602 -0.127 1.228
H 0.054 0.705 0.984
H 2.022 -2.359 -0.036
H -0.040 -2.824 3.069
C -0.862 3.250 3.306
C -1.166 4.562 3.254
C -0.254 5.609 3.585
C -0.440 6.976 3.593
C 0.781 7.541 4.006
C 1.624 6.488 4.219
O 1.014 5.327 3.969
H 2.646 6.447 4.540
H 1.006 8.580 4.129
H -1.341 7.496 3.337
H -2.155 4.878 2.953
H 0.114 2.902 3.609
H -2.775 -1.514 1.635
H -4.379 -1.152 2.311
H -3.015 -1.599 3.375

---

(2)
18
Properties=species:S:1:pos:R:3 method="wB97M-V/def2-TZVPD" total_energy_ev=-11488.538 homo_lumo_gap_ev=10.2
O 1.301 2.192 -1.499
C 1.169 1.098 -1.010
C 0.067 0.130 -1.379
C 0.218 -1.179 -0.533
C -0.215 -0.935 0.914
C 0.885 -0.361 1.765
O 0.713 0.344 2.720
H 1.921 0.762 -0.276
H -0.881 0.512 -1.041
H 0.131 -0.173 -2.424
H -0.347 -1.924 -1.097
H 1.275 -1.451 -0.560
H -1.146 -0.370 0.929
H -0.423 -1.901 1.376
H 1.908 -0.676 1.461
H -3.066 -0.247 -1.392
H -3.820 -1.070 -0.337
O -2.934 -0.820 -0.631

---

(3)
93
Properties=species:S:1:pos:R:3 method="wB97M-V/def2-TZVPD" total_energy_ev=-103183.640 charge=+3 homo_lumo_gap_ev=8.2
Zr -1.422 2.409 0.539
N -2.146 0.791 -0.447
S -1.976 -0.701 -0.484
N -0.553 -1.140 -1.111
S 0.680 -1.641 -0.311
N 1.267 -0.780 0.850
S 1.522 0.805 0.797
N 0.369 1.684 1.157
C 2.837 0.967 1.938
C 2.911 2.170 2.632
C 3.953 2.346 3.528
C 4.887 1.336 3.718
C 4.792 0.136 3.021
C 3.759 -0.061 2.122
C 2.192 1.187 -0.803
C 1.311 1.550 -1.816
C 1.815 1.865 -3.065
C 3.185 1.800 -3.298
C 4.054 1.421 -2.283
C 3.564 1.116 -1.021
C 0.439 -3.211 0.437
C -0.017 -4.210 -0.419
C -0.186 -5.481 0.094
C 0.103 -5.733 1.434
C 0.556 -4.720 2.268
C 0.733 -3.434 1.775
C 1.863 -1.940 -1.581
C 1.587 -1.663 -2.912
C 2.560 -1.967 -3.854
C 3.764 -2.532 -3.459
C 4.017 -2.804 -2.116
C 3.063 -2.510 -1.161
C -3.134 -1.426 -1.573
C -2.729 -2.177 -2.667
C -3.709 -2.676 -3.513
C -5.048 -2.421 -3.252
C -5.430 -1.660 -2.151
C -4.470 -1.146 -1.299
C -2.189 -1.555 1.054
C -1.716 -0.965 2.219
C -1.836 -1.657 3.411
C -2.415 -2.919 3.430
C -2.867 -3.506 2.254
C -2.760 -2.828 1.051
H 2.160 2.934 2.484
H 4.031 3.268 4.088
H 5.694 1.480 4.425
H 5.520 -0.648 3.186
H 3.662 -0.994 1.583
H 0.241 1.560 -1.656
H 1.141 2.156 -3.860
H 3.576 2.052 -4.275
H 5.120 1.380 -2.466
H 4.243 0.850 -0.222
H -0.225 -4.003 -1.463
H -0.533 -6.279 -0.549
H -0.024 -6.733 1.827
H 0.779 -4.929 3.306
H 1.081 -2.630 2.408
H 0.646 -1.217 -3.199
H 2.372 -1.766 -4.901
H 4.512 -2.773 -4.203
H 4.953 -3.258 -1.819
H 3.234 -2.746 -0.116
H -1.681 -2.368 -2.852
H -3.425 -3.263 -4.375
H -5.806 -2.816 -3.915
H -6.477 -1.466 -1.958
H -4.752 -0.547 -0.440
H -1.258 0.013 2.214
H -1.491 -1.201 4.330
H -2.519 -3.447 4.369
H -3.318 -4.490 2.272
H -3.115 -3.283 0.138
N -0.044 6.459 -0.064
C 1.231 5.979 -0.288
C 1.119 4.630 -0.339
N -0.207 4.279 -0.160
C -0.872 5.415 0.006
C -2.305 5.353 0.225
N -2.893 4.169 0.180
C -4.226 4.381 0.469
C -4.426 5.706 0.677
N -3.193 6.306 0.525
H -0.283 7.435 0.028
H 2.082 6.630 -0.394
H 1.889 3.897 -0.502
H -4.942 3.577 0.502
H -5.315 6.265 0.912
H -3.021 7.295 0.621
S -4.552 0.983 3.027
C -3.272 1.816 2.675
N -2.292 2.469 2.400

---

(4)
13
Properties=species:S:1:pos:R:3 method="wB97M-V/def2-TZVPD" total_energy_ev=-18059.301 homo_lumo_gap_ev=7.8
C 1.564 -0.791 -0.003
C 0.075 1.269 -0.001
C -1.234 0.949 -0.006
C -1.930 -0.311 -0.008
H 1.211 -2.623 -0.012
H 2.666 -0.958 -0.006
H 2.097 1.140 -0.016
H 0.314 2.319 0.020
H -1.906 1.839 0.015
H -1.302 -1.224 0.014
N 0.727 -1.728 0.005
N 1.273 0.561 -0.001
S -3.555 -0.443 -0.001

---

(5)
21
Properties=species:S:1:pos:R:3 method="wB97M-V/def2-TZVPD" total_energy_ev=-23347.246 charge=-1 homo_lumo_gap_ev="2.5 / 9.9" multiplicity=2
S -1.348 0.239 -3.238
H -1.437 -0.863 -2.479
H -0.002 0.265 -3.157
H -0.201 1.573 0.097
H -1.107 1.486 -1.071
O -1.165 1.572 -0.085
H -1.054 -2.137 0.520
H -0.324 -1.523 -0.519
O -0.587 -2.404 -0.263
H -2.563 -0.893 2.058
H -1.698 -0.037 0.942
O -1.713 -0.804 1.655
H 0.116 -0.639 1.902
H 0.991 -0.297 3.060
O 1.087 -0.716 2.202
H 1.780 1.047 -1.130
H 2.107 -0.334 -1.865
O 1.507 0.410 -1.851
H 2.374 1.931 1.069
H 1.650 0.617 1.293
O 1.588 1.508 0.860

---

(6)
88
Properties=species:S:1:pos:R:3 method="wB97M-V/def2-TZVPD" total_energy_ev=-169305.191 homo_lumo_gap_ev=10.6
C 9.586 -0.898 1.331
C 11.067 -0.588 1.450
O 11.397 -1.187 2.700
S 10.687 -2.628 2.793
O 10.253 -2.876 4.109
O 11.523 -3.577 2.159
O 9.488 -2.255 1.809
H 9.200 -0.872 0.312
H 8.982 -0.211 1.916
H 11.225 0.472 1.638
H 11.642 -0.957 0.602
C 2.325 -0.862 -6.844
C 1.074 -0.225 -6.298
O 1.030 -0.735 -4.952
S 2.508 -0.636 -4.347
O 2.730 -1.740 -3.500
O 2.712 0.667 -3.829
O 3.259 -0.756 -5.742
H 2.669 -0.329 -7.725
H 2.183 -1.935 -6.950
H 0.173 -0.544 -6.813
H 1.119 0.862 -6.222
C 9.375 -1.992 -7.280
C 9.347 -2.006 -5.751
O 8.337 -1.052 -5.410
S 8.230 0.106 -6.496
O 9.085 1.158 -6.109
O 6.864 0.334 -6.765
O 8.905 -0.711 -7.682
H 8.736 -2.772 -7.692
H 10.392 -2.137 -7.639
H 10.291 -1.716 -5.289
H 9.033 -2.970 -5.360
C 10.659 4.500 1.159
C 10.034 3.373 1.978
O 8.811 3.893 2.536
S 8.569 5.407 2.095
O 8.219 6.256 3.165
O 7.784 5.440 0.924
O 10.123 5.663 1.781
H 10.464 4.415 0.091
H 11.730 4.553 1.340
H 10.631 2.984 2.799
H 9.673 2.550 1.357
C 6.381 0.429 -2.696
C 5.817 1.865 -2.757
O 6.432 2.492 -1.642
S 6.421 1.455 -0.426
O 5.105 1.316 0.079
O 7.483 1.785 0.440
O 6.827 0.225 -1.345
H 7.245 0.319 -3.351
H 5.676 -0.354 -2.970
H 4.728 1.823 -2.802
H 6.162 2.304 -3.690
C 5.294 3.242 -6.759
C 3.797 3.067 -6.390
O 3.112 3.514 -7.575
S 3.947 2.927 -8.791
O 3.667 3.643 -9.967
O 3.878 1.503 -8.785
O 5.344 3.364 -8.182
H 5.937 2.455 -6.380
H 5.599 4.196 -6.330
H 3.469 3.697 -5.572
H 3.571 2.015 -6.212
C 6.311 -2.430 2.647
C 6.001 -1.037 2.050
O 6.873 -0.112 2.714
S 7.219 -0.672 4.171
O 6.104 -0.408 5.010
O 8.516 -0.234 4.519
O 7.229 -2.186 3.710
H 6.832 -3.038 1.912
H 5.426 -2.962 2.986
H 4.984 -0.673 2.158
H 6.326 -1.008 1.013
C 10.306 4.748 -3.170
C 9.568 3.415 -2.926
O 8.708 3.273 -4.053
S 8.247 4.673 -4.620
O 6.996 5.066 -4.078
O 8.353 4.758 -6.019
O 9.448 5.518 -3.980
H 11.253 4.498 -3.655
H 10.510 5.250 -2.228
H 9.037 3.434 -1.970
H 10.218 2.544 -2.907